1.
ORCA calculation (ωB97M-V with the def2-TZVPD basis set) on 2 unconnected molecules or ions with the total composition CH3NS2 at a distorted geometry.

Element x y z (Å)
C (3.0154, 1.6248, -0.9275)
N (-1.4095, -0.8785, 0.5697)
S (1.9472, 2.3939, -0.0944)
S (-0.3417, -0.7841, -0.7422)
H (0.7039, -1.1112, 0.1413)
H (-2.2510, -1.2750, 0.2975)
H (-1.6643, 0.0302, 0.7556)

Summary:
LUMO: -0.007 hartree
orbital gap: 9.03 eV
energy relative to the best compared isomer or geometry (same formula, charge and spin): 70.6 kcal per mole
energy: -890.91576 Ha
E_HOMO: -9.21 eV

These are the Mulliken partial charges, in e, on atoms 1 to 5:
1 C 0.017
2 N -0.492
3 S -0.016
4 S -0.148
5 H 0.150

***

2.
ORCA calculation (ωB97M-V with the def2-TZVPD basis set) on 2 unconnected molecules or ions with the total composition CH3NS2 at a distorted geometry.

Element x y z (Å)
C (-0.8458, -0.8128, -0.0073)
N (0.3607, -0.4303, -0.0338)
S (-1.3973, -2.0971, 0.9705)
S (0.7706, 2.3169, 0.0482)
H (-1.5571, -0.3578, -0.6860)
H (1.0071, -0.8192, 0.6435)
H (1.6618, 2.2002, -0.9350)

Summary:
LUMO (spin up / spin down): -0.065 / -0.107 hartree
orbital gap (spin up / spin down): 7.52 / 6.59 eV
energy relative to the best compared isomer or geometry (same formula, charge and spin): 72.9 kcal per mole
energy: -890.91219 Ha
E_HOMO (spin up / spin down): -9.29 / -9.50 eV

These are the Mulliken partial charges, in e, on atoms 1 to 5:
1 C 0.034
2 N -0.430
3 S -0.119
4 S -0.175
5 H 0.341

***

3.
ORCA calculation (ωB97M-V with the def2-TZVPD basis set) on a single CH3NS3 molecule at a distorted geometry.

Element x y z (Å)
S (-1.0463, -1.0412, -1.4456)
C (-0.1247, 0.0662, -0.7290)
S (0.4874, 1.5952, -1.4371)
N (0.1859, 0.1699, 1.0208)
S (-0.2352, -1.1815, 1.8742)
H (-0.1400, 1.1850, -2.4570)
H (-0.0034, 1.0180, 1.4687)
H (0.8763, -1.8116, 1.7051)

Summary:
SMILES string: S=C(S)NS
LUMO: -0.017 hartree
orbital gap: 8.40 eV
energy relative to the best compared isomer or geometry (same formula, charge and spin): 40.2 kcal per mole
energy: -1289.12772 Ha
E_HOMO: -8.85 eV

These are the Mulliken partial charges, in e, on atoms 1 to 5:
1 S -0.166
2 C 0.309
3 S -0.117
4 N -0.424
5 S -0.116

***

4.
ORCA calculation (ωB97M-V with the def2-TZVPD basis set) on 3 unconnected molecules or ions with the total composition CH3NSi at a distorted geometry.

Element x y z (Å)
C (-1.5984, 0.5008, -0.0905)
N (-1.9879, 1.5784, -0.2158)
Si (-0.8573, -1.2116, -0.3316)
H (2.8568, 0.1546, -0.6175)
H (2.7137, 0.4963, 0.1657)
H (-1.1269, -1.5186, 1.0898)

Summary:
LUMO: -0.069 hartree
orbital gap: 8.04 eV
energy relative to the best compared isomer or geometry (same formula, charge and spin): 56.1 kcal per mole
energy: -384.02699 Ha
E_HOMO: -9.92 eV

These are the Mulliken partial charges, in e, on atoms 1 to 5:
1 C 0.211
2 N -0.331
3 Si 0.149
4 H 0.008
5 H -0.004

***

5.
ORCA calculation (ωB97M-V with the def2-TZVPD basis set) on a single CH3NSi molecule at a distorted geometry.

Element x y z (Å)
N (2.2729, -0.1536, 0.7804)
C (1.2195, -0.1465, 0.3285)
Si (-0.5543, -0.0352, -0.2583)
H (-1.2318, -0.8557, 0.6717)
H (-0.7085, 1.4241, 0.1461)
H (-0.9979, -0.2330, -1.6685)

Summary:
SMILES string: N#C[SiH3]
LUMO: 0.028 hartree
orbital gap: 12.63 eV
energy relative to the best compared isomer or geometry (same formula, charge and spin): 2.0 kcal per mole
energy: -384.11311 Ha
E_HOMO: -11.88 eV

These are the Mulliken partial charges, in e, on atoms 1 to 5:
1 N -0.325
2 C 0.131
3 Si 0.388
4 H -0.074
5 H -0.061

***

6.
ORCA calculation (ωB97M-V with the def2-TZVPD basis set) on a gas-phase ion, CH3O2 (charge -1).

Element x y z (Å)
O (0.0716, -0.7666, -1.1057)
C (0.3623, -0.2019, 0.0182)
O (-0.7843, 0.7112, 0.4946)
H (1.2341, 0.5013, -0.0207)
H (0.4614, -0.8682, 0.9067)
H (-1.3452, 0.6242, -0.2932)

Summary:
SMILES string: [O-]CO
LUMO: 0.186 hartree
orbital gap: 7.52 eV
energy relative to the best compared isomer or geometry (same formula, charge and spin): 0.0 kcal per mole
energy: -190.37342 Ha
E_HOMO: -2.47 eV
total charge: -1

These are the Mulliken partial charges, in e, on atoms 1 to 5:
1 O -0.830
2 C -0.027
3 O -0.527
4 H 0.078
5 H 0.074

***

7.
ORCA calculation (ωB97M-V with the def2-TZVPD basis set) on 2 unconnected molecules or ions with the total composition CH3O2S.

Element x y z (Å)
S (-0.2875, 1.2983, 1.7135)
H (0.7764, 2.0551, 1.9997)
O (-0.0197, -2.0777, -1.5824)
C (-0.1851, -0.9826, -1.0479)
O (0.7026, -0.1915, -0.5853)
H (-1.2319, -0.6061, -1.0139)
H (0.2451, 0.5045, 0.5163)

Summary:
LUMO: 0.144 hartree
orbital gap: 8.59 eV
energy relative to the best compared isomer or geometry (same formula, charge and spin): 7.2 kcal per mole
energy: -588.63103 Ha
E_HOMO: -4.66 eV
total charge: -1

These are the Mulliken partial charges, in e, on atoms 1 to 5:
1 S -0.602
2 H 0.053
3 O -0.602
4 C 0.172
5 O -0.575

***

8.
ORCA calculation (ωB97M-V with the def2-TZVPD basis set) on a gas-phase ion, CH3O4 (charge +1) at a distorted geometry.

Element x y z (Å)
C (0.7298, 0.2834, 0.0496)
O (-2.8137, -0.1370, -0.3307)
O (1.5994, -0.7270, -0.1869)
O (-0.4648, 0.0612, -0.5255)
O (-1.9014, 0.4277, 0.1618)
H (1.1856, 1.3263, -0.0828)
H (0.6583, 0.2981, 1.1278)
H (1.0066, -1.5328, -0.2132)

Summary:
LUMO (spin up / spin down): -0.363 / -0.268 hartree
orbital gap (spin up / spin down): 7.29 / 10.46 eV
energy relative to the best compared isomer or geometry (same formula, charge and spin): 151.2 kcal per mole
energy: -340.23503 Ha
E_HOMO (spin up / spin down): -17.17 / -17.75 eV
total charge: +1

These are the Mulliken partial charges, in e, on atoms 1 to 5:
1 C 0.007
2 O 0.079
3 O -0.298
4 O -0.193
5 O 0.304